C32H94N6O12 | ωB97M-V/def2-TZVPD

Each line ends with the Löwdin charge.
Geometry (Å):
C  4.490644  -2.605371  -5.882667  -0.107
O  3.251673  -2.782994  -6.571555  -0.193
C  3.391501  -3.194580  -7.942242  -0.201
C  2.034815  -3.280488  -8.635425  -0.434
C  1.995152  -4.126464  -9.939373  -0.079
N  1.435552  -1.993316  -9.037944  0.044
H  4.203888  -2.422369  -4.847104  0.088
H  5.120186  -1.820093  -6.301108  0.084
H  5.096557  -3.511124  -5.858610  0.080
H  4.053377  -2.477831  -8.428323  0.121
H  3.872869  -4.168917  -8.026243  0.120
H  1.393763  -3.908284  -8.016535  0.137
H  0.978706  -4.215474  -10.322803  0.076
H  2.429185  -5.101348  -9.717337  0.066
H  2.619876  -3.741256  -10.745243  0.070
H  2.239208  -1.520973  -9.426733  0.066
H  1.327928  -1.690733  -8.080374  0.062
C  -12.408899  -2.271528  -1.931142  -0.058
O  -11.081094  -2.795646  -2.339291  -0.156
C  -10.884339  -2.532582  -3.659079  -0.288
C  -9.381396  -2.559039  -4.117939  -0.413
C  -8.659715  -1.494243  -3.313722  -0.082
N  -9.234219  -2.149706  -5.533766  0.032
H  -12.762158  -1.303937  -2.287602  0.085
H  -12.379657  -2.171193  -0.846158  0.081
H  -13.193791  -2.999957  -2.134692  0.082
H  -11.325216  -3.302070  -4.292803  0.114
H  -11.375137  -1.611920  -3.974692  0.118
H  -9.081720  -3.584324  -3.900975  0.133
H  -9.073823  -0.487261  -3.364901  0.083
H  -7.627900  -1.423019  -3.657795  0.069
H  -8.658774  -1.784155  -2.262992  0.073
H  -8.327995  -2.411374  -5.894872  0.067
H  -9.821991  -2.809319  -6.023185  0.058
C  9.183222  -0.155948  7.068937  -0.099
O  8.043138  0.355700  6.354572  -0.191
C  6.920994  -0.537409  6.437149  -0.191
C  5.825176  -0.068374  5.447683  -0.460
C  5.207221  1.314318  5.811916  -0.059
N  4.754693  -0.980803  5.223402  0.027
H  9.936534  0.623449  6.954207  0.085
H  9.462568  -1.124095  6.653287  0.085
H  9.092430  -0.196356  8.154391  0.082
H  7.233321  -1.519434  6.081931  0.112
H  6.486461  -0.688799  7.425263  0.129
H  6.332288  0.062939  4.491810  0.126
H  5.913917  2.108959  6.051155  0.069
H  4.596843  1.222540  6.710309  0.072
H  4.524608  1.695297  5.052312  0.067
H  4.259460  -0.752191  4.373353  0.078
H  5.265911  -1.808939  4.953300  0.068
C  2.820489  -9.738240  4.254662  -0.072
O  3.822288  -9.185347  3.372702  -0.206
C  3.353633  -8.256747  2.445769  -0.198
C  4.627851  -7.427236  2.088728  -0.423
C  5.628936  -8.233452  1.300943  -0.097
N  5.287431  -6.866174  3.282163  0.026
H  2.691206  -9.326139  5.255439  0.081
H  3.349822  -10.649842  4.531956  0.085
H  1.869874  -9.854538  3.734168  0.088
H  3.148944  -8.872577  1.570017  0.118
H  2.579899  -7.538953  2.718184  0.128
H  4.569128  -6.558435  1.433109  0.129
H  5.056951  -8.781370  0.552125  0.071
H  6.167689  -9.028490  1.816463  0.079
H  6.369705  -7.610601  0.799509  0.076
H  6.213803  -6.551119  3.031791  0.061
H  5.486921  -7.676661  3.850862  0.055
C  -2.156385  5.322781  6.708394  -0.128
O  -1.713621  6.657196  6.773339  -0.182
C  -1.940474  7.123357  8.121943  -0.172
C  -2.038914  8.718898  8.145974  -0.408
C  -0.687349  9.319328  7.765679  -0.096
N  -2.271191  9.235253  9.487653  0.008
H  -3.244330  5.256319  6.716925  0.090
H  -1.659124  4.739488  7.483382  0.087
H  -1.791419  4.905499  5.769899  0.087
H  -2.882871  6.805533  8.568009  0.117
H  -1.118321  6.873281  8.792496  0.119
H  -2.776407  9.149129  7.468394  0.133
H  -0.413382  9.032516  6.750406  0.071
H  0.096177  8.847768  8.358805  0.073
H  -0.577466  10.387363  7.953594  0.073
H  -1.606389  8.808575  10.117008  0.064
H  -2.083329  10.223482  9.578348  0.064
C  -0.573663  3.078962  -6.955946  -0.089
O  -1.537450  2.110716  -6.531518  -0.191
C  -2.808379  2.670461  -6.381544  -0.218
C  -3.537324  2.918478  -7.780229  -0.423
C  -5.057901  3.204846  -7.481109  -0.071
N  -3.480242  1.795104  -8.672024  0.039
H  -0.745364  3.377968  -7.989966  0.085
H  0.474387  2.784834  -6.899395  0.086
H  -0.686661  3.910187  -6.259957  0.085
H  -3.481268  1.990485  -5.859087  0.118
H  -2.838241  3.598708  -5.810952  0.115
H  -3.128744  3.827665  -8.221302  0.122
H  -5.238355  4.069815  -6.842852  0.068
H  -5.555378  2.341626  -7.038987  0.070
H  -5.628106  3.469365  -8.371607  0.069
H  -3.927826  1.011445  -8.218562  0.072
H  -2.546830  1.417403  -8.593341  0.062
C  -0.873880  0.403745  -0.503291  -0.067
C  0.537348  -0.026233  -0.780476  -0.511
C  1.552990  1.126649  -0.636497  -0.050
O  0.892806  -1.053168  0.125746  -0.057
H  -1.056048  1.216585  -1.206290  0.079
H  -1.016458  0.679064  0.541677  0.091
H  -1.550663  -0.400862  -0.790807  0.078
H  0.584180  -0.479397  -1.770692  0.131
H  2.531623  0.821385  -1.006908  0.071
H  1.774443  1.419175  0.389900  0.077
H  1.250506  2.042082  -1.145017  0.074
H  0.197637  -1.713147  0.073136  0.082
C  -1.864990  -3.275606  5.450811  -0.172
O  -1.527104  -1.894342  5.480252  -0.115
H  -1.928410  -3.742221  6.433842  0.068
H  -2.874461  -3.440060  5.073967  0.072
H  -1.158327  -3.861784  4.863343  0.076
H  -0.617825  -1.814217  5.182957  0.071
C  -2.340473  -6.143702  -1.578933  -0.181
O  -1.780239  -5.848133  -0.328774  -0.121
H  -3.359116  -5.767637  -1.483933  0.074
H  -1.840142  -5.691304  -2.435148  0.080
H  -2.430344  -7.204301  -1.813771  0.073
H  -2.050163  -6.482533  0.339264  0.076
C  8.979058  3.328952  1.315026  -0.205
O  9.383443  3.667065  2.594332  -0.102
H  9.591031  2.534903  0.887159  0.070
H  7.954510  2.961435  1.257483  0.079
H  9.242983  4.123393  0.616955  0.081
H  9.276103  2.851660  3.089497  0.076
C  -6.493925  5.761902  -0.691159  -0.210
O  -7.048479  6.476269  0.339740  -0.102
H  -6.917694  4.779940  -0.901591  0.083
H  -6.437927  6.305732  -1.634148  0.071
H  -5.438344  5.584805  -0.485049  0.072
H  -6.564193  7.227735  0.689521  0.086
C  3.298155  8.156024  2.052044  -0.201
O  4.343994  8.350614  1.183024  -0.110
H  2.488976  8.854812  1.839846  0.076
H  2.909047  7.138584  2.013032  0.077
H  3.654667  8.427669  3.045616  0.080
H  5.147437  8.472587  1.694104  0.078

Atoms 1-6, force components in eV/Å:
C -0.6759 -0.5232 0.0774
O 0.2108 -0.2509 -0.5784
C 0.0284 0.1340 0.2897
C -0.3121 -1.4996 -2.2881
C 1.3631 -0.3391 0.4915
N 0.2611 -1.0769 1.8514

LUMO level   0.3 eV
ΔE to the lowest compared entry with this formula, charge and spin   169.1 kcal per mole
SMILES   COC[C@H](C)N.COC[C@H](C)N.COC[C@H](C)N.COC[C@H](C)N.COC[C@H](C)N.COC[C@H](C)N.CC(C)O.CO.CO.CO.CO.CO

---

C4H10NO2 | ωB97M-V/def2-TZVPD

Each line ends with the Löwdin charge.
Geometry (Å):
C  -1.103846  0.603714  1.116420  -0.154
C  -0.624549  1.618743  0.071609  -0.325
C  0.868379  2.025792  0.229467  -0.133
H  -0.348952  -0.216360  1.150046  0.050
H  -1.999491  0.124379  0.721108  0.055
H  -1.212324  1.104184  2.070852  0.049
H  -1.285348  2.533659  0.067376  0.089
H  -0.724525  1.142712  -0.937805  0.094
H  1.239948  2.456115  -0.730623  0.062
H  1.017668  2.767198  0.966714  0.030
H  1.465372  1.113612  0.349471  0.055
N  0.708789  -3.137228  -1.319698  0.055
C  0.296605  -1.937800  -0.676585  -0.804
O  1.166462  -1.391736  0.070599  -0.123
O  -0.893035  -1.489830  -0.909252  -0.136
H  1.480732  -3.510587  -0.725963  0.072
H  -0.051893  -3.806564  -1.513736  0.064

Atoms 1-6, force components in eV/Å:
C 0.9611 -0.2684 -0.9102
C 0.0937 0.2861 -0.8547
C -0.5762 -0.8733 -2.0806
H -0.5154 0.6678 0.2151
H -0.2297 0.1391 0.4894
H -0.2972 -0.1010 0.4359

LUMO level   4.3 eV
ΔE to the lowest compared entry with this formula, charge and spin   8.5 kcal per mole
Charge   -1

---

> Which of these has the lowest ΔE to the lowest compared entry with this formula, charge and spin?

C4H10NO2